(1)
{
  "formula": "C12H30AlF2NO12P2S2",
  "method": "ωB97M-V with the def2-TZVPD basis set",
  "symbols": ["Al", "N", "S", "O", "O", "F", "S", "O", "O", "F", "C", "C", "O", "P", "O", "O", "C", "C", "O", "C", "C", "H", "H", "H", "H", "H", "H", "H", "H", "H", "H", "H", "H", "H", "H", "H", "C", "C", "O", "P", "O", "O", "C", "C", "O", "C", "C", "H", "H", "H", "H", "H", "H", "H", "H", "H", "H", "H", "H", "H", "H", "H"],
  "coordinates": [[0.1195, -1.0294, 1.9039], [-1.3713, -1.4637, -0.5434], [-1.3795, -1.3076, -2.0804], [-2.2000, -0.2763, -2.6436], [-1.1681, -2.5014, -2.8625], [0.0754, -0.5973, -2.1647], [-2.9126, -2.0957, -0.3194], [-3.2824, -3.2409, -1.0883], [-3.9028, -1.0799, -0.1190], [-2.6295, -2.5946, 1.1465], [4.1388, 0.5203, -3.0483], [3.4491, -0.1334, -1.8523], [3.2388, -1.5409, -2.1490], [2.8853, -2.4571, -0.9096], [1.9090, -1.9758, 0.1046], [2.5684, -3.8198, -1.7059], [1.2547, -4.3310, -1.5519], [0.7890, -4.8407, -2.9770], [4.3136, -2.7380, -0.2352], [4.3446, -3.4208, 1.0189], [5.7972, -3.6605, 1.3695], [5.2187, 0.4087, -3.0020], [3.7891, 0.0533, -3.9691], [3.8480, 1.5690, -3.0784], [4.0710, 0.0514, -0.9734], [2.4917, 0.3459, -1.6473], [1.2939, -5.2681, -0.9809], [0.5119, -3.6695, -1.1176], [-0.1667, -5.3576, -2.9804], [0.7268, -3.9794, -3.6425], [1.5831, -5.5131, -3.2948], [3.8495, -2.8875, 1.8346], [3.8150, -4.3823, 0.9635], [6.4619, -4.0817, 0.6108], [6.2949, -2.6782, 1.3591], [5.9570, -4.0971, 2.3507], [-3.8491, 2.5875, -1.3622], [-2.9217, 2.0363, -0.2945], [-2.2599, 3.0697, 0.4342], [-1.8309, 2.8244, 1.9824], [-1.2068, 1.5049, 2.2222], [-0.9677, 4.0976, 2.2849], [0.0295, 4.5124, 1.3098], [-0.4038, 5.8417, 0.7020], [-3.2481, 3.0930, 2.6539], [-3.8934, 2.0865, 3.4412], [-4.6555, 2.7622, 4.5770], [-4.6243, 3.2541, -0.9864], [-3.2869, 3.0691, -2.1602], [-4.4114, 1.7145, -1.7015], [-3.5437, 1.4820, 0.4372], [-2.1544, 1.2883, -0.5475], [0.9295, 4.6611, 1.9064], [0.1839, 3.7767, 0.5219], [0.4702, 6.4326, 0.4141], [-1.0144, 5.7474, -0.1948], [-0.8992, 6.5230, 1.3941], [-4.5948, 1.4913, 2.8364], [-3.1925, 1.3315, 3.8026], [-3.9365, 3.1063, 5.3253], [-5.1235, 3.6922, 4.2539], [-5.3775, 2.0843, 5.0227]],
  "forces_ev_per_a": [[0.33, 0.18, -0.50], [-2.32, -1.60, 0.86], [5.11, 2.17, -5.39], [-0.76, -0.57, 0.96], [-0.74, 0.66, 1.35], [-1.13, -0.70, 0.41], [-2.89, -1.24, 2.71], [1.25, 1.10, 0.35], [1.31, 0.15, -0.50], [0.38, -0.04, -0.42], [-0.51, -0.40, 0.07], [0.47, 1.23, -0.54], [-0.42, -0.20, 1.52], [2.17, 0.23, -0.45], [-0.70, 0.01, -0.22], [-1.10, 0.78, 1.20], [-0.83, -1.33, -1.44], [0.67, 0.30, 0.22], [-1.45, 0.26, -0.55], [0.76, -1.32, 0.72], [1.09, 1.57, -0.36], [0.00, 0.09, 0.02], [-0.04, 0.06, -0.02], [0.26, 0.07, -0.01], [0.00, -0.63, 0.15], [-0.19, -0.27, -0.18], [0.15, 0.04, 0.27], [0.42, 0.37, 0.17], [0.01, 0.00, 0.38], [0.10, -0.03, -0.01], [-0.15, -0.04, -0.25], [0.01, 0.48, -0.32], [-0.03, 0.05, -0.37], [-0.80, -0.98, -0.08], [-0.36, 0.17, 0.64], [-0.16, -0.21, -0.08], [0.42, -0.93, 0.27], [-1.11, 0.88, 0.95], [0.39, -0.33, -0.04], [-0.27, 0.99, -0.47], [-0.07, -0.15, -0.03], [-1.01, -1.35, -0.13], [0.13, 1.50, -0.11], [0.41, 0.65, -0.25], [1.14, -0.48, 0.06], [-0.78, -0.42, 0.84], [0.65, 0.47, -0.09], [0.39, 0.26, 0.37], [-0.17, -0.05, -0.19], [0.23, 0.05, -0.55], [0.04, -0.18, -0.04], [-0.08, 0.08, -0.66], [0.04, -0.23, -0.14], [0.03, -0.24, 0.25], [0.17, -0.36, -0.15], [-0.14, -0.22, 0.14], [-0.21, -0.45, 0.27], [-0.08, 0.39, -0.45], [0.31, 0.29, 0.01], [0.01, -0.29, 0.13], [-0.35, -0.27, -0.26], [-0.03, 0.02, -0.02]],
  "e_tot_ha": -3353.414900,
  "orbital_gap_ev": 2.146,
  "homo_ev": -15.863,
  "total_charge": 2
}


(2)
{
  "formula": "C6H17N3S",
  "method": "ωB97M-V with the def2-TZVPD basis set",
  "symbols": ["C", "C", "C", "C", "C", "C", "N", "N", "N", "S", "H", "H", "H", "H", "H", "H", "H", "H", "H", "H", "H", "H", "H", "H", "H", "H", "H"],
  "coordinates": [[-1.2878, -0.6990, -1.7806], [0.5141, 0.9782, 2.5148], [-0.7551, 1.7440, -0.3865], [0.1696, -1.9829, -0.3947], [0.9371, 0.6029, 1.0934], [-0.3048, 0.4212, 0.2112], [-2.4615, -0.9120, -1.2282], [1.1592, -0.1828, -1.8993], [-0.1183, -0.6259, -0.8737], [-1.1621, -0.5863, -3.4614], [-0.0256, 1.9229, 2.5347], [1.3993, 1.0937, 3.1378], [-0.1091, 0.2030, 2.9593], [-1.6325, 1.6575, -1.0224], [0.0324, 2.2400, -0.9496], [-1.0193, 2.4096, 0.4318], [1.1075, -2.0092, 0.1601], [-0.6173, -2.3234, 0.2803], [0.2370, -2.6787, -1.2318], [1.5751, 1.3943, 0.6940], [1.5322, -0.3076, 1.1576], [-1.1016, 0.0170, 0.8452], [-2.6437, -0.9815, -0.2335], [-3.2857, -0.9879, -1.8214], [0.1886, -0.3910, -3.4114], [1.3738, 0.7900, -1.6793], [1.9503, -0.7674, -1.6364]],
  "forces_ev_per_a": [[-0.80, -0.11, -0.26], [0.08, 0.08, -0.01], [-0.09, -0.10, -0.09], [0.41, -1.29, 0.53], [-0.01, -0.20, 0.14], [0.00, 0.83, 0.66], [0.48, 0.09, -0.19], [-2.08, -0.75, 1.72], [2.61, 1.30, -2.81], [-0.24, -0.06, 0.04], [-0.05, 0.03, 0.05], [-0.03, 0.01, 0.00], [-0.02, -0.02, 0.04], [-0.12, 0.07, -0.02], [0.11, 0.03, -0.04], [0.00, 0.02, 0.05], [-0.10, 0.19, -0.12], [-0.07, 0.17, -0.07], [-0.04, 0.15, -0.07], [-0.01, -0.09, -0.15], [0.04, -0.02, -0.07], [0.04, -0.16, -0.10], [0.20, 0.01, 0.00], [0.08, -0.02, 0.02], [-0.18, -0.04, 0.04], [-0.13, 0.00, 0.33], [-0.07, -0.15, 0.41]],
  "e_tot_ha": -800.550044,
  "orbital_gap_ev": 10.184,
  "homo_ev": -19.212,
  "total_charge": 2,
  "relative_energy_kcal_mol": 35.94
}


(3)
{
  "formula": "C35H39BFeO2S",
  "method": "ωB97M-V with the def2-TZVPD basis set",
  "symbols": ["C", "C", "C", "C", "C", "B", "C", "C", "C", "C", "C", "S", "O", "C", "C", "C", "C", "C", "C", "O", "C", "C", "H", "H", "H", "H", "H", "H", "H", "H", "H", "H", "H", "H", "H", "H", "H", "H", "H", "H", "H", "H", "H", "H", "H", "H", "C", "C", "C", "C", "C", "Fe", "C", "C", "C", "C", "C", "C", "C", "C", "C", "C", "C", "C", "H", "H", "H", "H", "H", "H", "H", "H", "H", "H", "H", "H", "H", "H", "H"],
  "coordinates": [[-3.1235, 4.8589, 1.1577], [-2.0279, 3.8120, 0.9744], [-1.1806, 3.4284, 2.0385], [-0.1419, 2.5156, 1.9008], [0.0913, 1.6914, 0.8006], [0.9988, 0.3608, 1.0839], [0.5228, 2.9687, -0.9707], [1.4096, 2.3305, -1.8304], [2.5081, 3.1756, -2.0279], [2.6524, 4.1664, -1.0858], [3.7824, 5.1267, -1.0820], [1.2668, 4.1789, -0.0086], [1.6665, 0.3856, 2.2944], [2.8458, -0.3870, 2.0164], [3.8614, 0.4750, 1.2307], [3.3981, -0.6259, 3.3901], [2.2922, -1.5818, 1.1683], [3.2200, -2.2688, 0.1801], [1.5863, -2.6323, 2.0339], [1.3128, -0.8242, 0.3849], [-0.6826, 2.3016, -0.4629], [-1.7860, 3.2873, -0.2566], [-3.1012, 5.6456, 0.3739], [-4.1254, 4.3892, 1.1278], [-3.0046, 5.3690, 2.1308], [-1.4018, 3.8651, 3.0217], [0.4812, 2.3854, 2.8131], [1.1223, 1.4083, -2.3699], [3.2062, 3.0090, -2.8416], [4.1794, 5.2307, -2.1053], [3.5318, 6.1510, -0.7605], [4.6096, 4.7339, -0.4670], [4.8099, -0.0800, 1.1750], [3.5315, 0.7174, 0.2059], [4.0374, 1.4048, 1.7995], [4.2287, -1.3215, 3.2715], [3.7612, 0.3430, 3.7841], [2.6103, -1.0208, 4.0486], [3.8815, -2.9777, 0.6993], [2.6335, -2.8306, -0.5563], [3.8042, -1.4916, -0.3290], [1.5747, -3.5964, 1.4982], [2.1666, -2.8079, 2.9670], [0.5521, -2.3283, 2.2637], [-0.9341, 1.5734, -1.2588], [-2.4599, 3.5200, -1.0857], [-1.5281, -5.5472, -1.5995], [-1.8469, -5.0121, -0.2946], [-0.6063, -4.6186, 0.3366], [0.4697, -4.8992, -0.5888], [-0.1000, -5.4783, -1.7757], [-0.8873, -3.6811, -1.4030], [-0.2906, -2.8666, -3.0823], [-1.7370, -3.0214, -3.0251], [-2.2159, -2.3303, -1.8386], [-1.1406, -1.5406, -1.2935], [-1.2685, -0.3577, -0.4570], [-2.6359, 0.1404, -0.2505], [-3.1647, 0.4313, 1.0453], [-4.3820, 1.1181, 1.1231], [-5.0758, 1.5220, -0.0334], [-4.5687, 1.2482, -1.3085], [-3.4054, 0.4970, -1.3939], [0.0899, -2.0432, -1.9263], [-2.2222, -6.0051, -2.2768], [-2.8114, -5.0256, 0.1744], [-0.5006, -4.3249, 1.3607], [1.5194, -4.8206, -0.3888], [0.4529, -5.8457, -2.6210], [0.4195, -3.2108, -3.8480], [-2.3725, -3.5125, -3.7535], [-3.2274, -2.1731, -1.5166], [-0.7668, -0.3928, 0.5114], [-2.6093, 0.1276, 1.9573], [-4.7969, 1.3480, 2.1179], [-5.9873, 2.1033, 0.0342], [-5.0557, 1.5635, -2.2393], [-2.9950, 0.2102, -2.3665], [1.0794, -1.6367, -1.7156]],
  "forces_ev_per_a": [[-0.05, 0.01, 0.22], [-0.36, 0.55, -1.12], [-0.27, 0.55, 0.52], [0.55, -1.23, 1.59], [-1.73, -0.14, 0.31], [-0.23, 1.05, -0.27], [1.56, -1.29, -0.41], [-2.13, 1.20, -0.13], [1.46, -0.13, 0.29], [-0.67, -0.35, -0.71], [0.72, 0.53, 0.01], [1.22, 0.99, -1.76], [-0.14, 0.34, -1.13], [0.53, 0.30, 0.41], [-0.06, -0.14, 0.11], [0.38, -0.37, 0.12], [-0.51, 0.59, 0.32], [0.36, 0.54, 0.16], [0.20, -0.33, 0.18], [-0.12, 0.96, 0.23], [0.92, -1.12, 0.18], [-0.65, -0.45, 0.92], [0.10, -0.58, 0.38], [0.43, 0.20, 0.06], [-0.13, -0.23, -0.39], [0.41, -0.16, -0.37], [-0.49, -0.18, -0.74], [0.33, 0.78, 0.21], [0.22, 0.16, 0.22], [-0.15, -0.14, 0.32], [-0.02, -0.49, 0.11], [-0.23, 0.36, -0.06], [-0.18, 0.24, -0.07], [0.06, -0.03, 0.41], [-0.13, -0.35, -0.36], [0.17, -0.10, 0.56], [-0.16, -0.63, -0.08], [0.47, 0.08, -0.14], [-0.06, 0.28, -0.14], [0.05, 0.19, 0.22], [0.02, -0.49, -0.09], [-0.19, 0.47, 0.23], [-0.51, 0.14, -0.55], [0.47, -0.13, 0.08], [0.06, 0.40, 0.69], [0.45, -0.07, 0.08], [1.13, -1.18, 0.70], [1.32, -0.73, 0.65], [0.05, -2.60, 0.11], [-1.04, -1.08, 0.74], [-0.49, -1.76, 1.21], [-0.07, 0.59, 0.55], [-0.76, 1.65, -0.54], [0.71, 1.09, -1.14], [0.52, 2.18, -0.87], [1.15, -0.04, -2.13], [-2.28, -2.55, 2.25], [-0.49, 0.66, -0.20], [0.23, 0.09, -0.85], [-0.17, -0.15, 0.10], [0.38, 0.23, 0.05], [0.21, -0.66, 0.27], [0.58, 0.00, 0.24], [-1.17, 1.75, -1.03], [-0.18, 0.17, -0.22], [-0.22, 0.25, -0.03], [0.01, 0.40, 0.10], [0.21, 0.31, -0.04], [0.05, 0.16, -0.16], [-0.59, -0.03, 0.58], [0.20, -0.17, 0.29], [-0.27, -0.32, -0.12], [-0.16, -0.04, -0.73], [-0.41, 0.35, -0.73], [0.17, -0.10, -0.60], [-0.02, -0.06, 0.24], [0.00, -0.07, 0.58], [-0.13, 0.26, 0.22], [-0.46, -0.38, -0.09]],
  "e_tot_ha": -3194.103042,
  "orbital_gap_ev": [5.818, 6.820],
  "homo_ev": [-5.204, -7.614],
  "total_charge": 0,
  "multiplicity": 5,
  "s_squared": 6.10
}